No. 1
Below is a cluster of 7 separate species, C33H83N11O7P2 in total at a distorted geometry, with properties calculated with ωB97M-V/def2-TZVPD.

Bonds (Å) are listed after each position.
Element x y z (Å)
1 C -6.321 -0.132 1.276  O2 1.231, N3 1.404, H6 1.101
2 O -6.776 0.291 0.214  C1 1.231
3 N -4.955 -0.338 1.524  C1 1.404, C4 1.478, C5 1.477
4 C -4.128 -0.341 0.298  N3 1.478, H7 1.090, H8 1.090, H9 1.090
5 C -4.493 -0.544 2.912  N3 1.477, H10 1.090, H11 1.090, H12 1.090
6 H -6.941 -0.269 2.176  C1 1.101
7 H -3.766 0.678 0.169  C4 1.090
8 H -4.546 -0.639 -0.664  C4 1.090
9 H -3.176 -0.860 0.407  C4 1.090
10 H -3.865 0.263 3.289  C5 1.090
11 H -5.238 -0.762 3.677  C5 1.090
12 H -3.828 -1.407 2.946  C5 1.090
13 C -1.129 -6.207 -0.843  O14 1.225, N15 1.353, H18 1.101
14 O -0.712 -7.359 -0.852  C13 1.225
15 N -1.021 -5.600 0.361  C13 1.353, C16 1.487, C17 1.483
16 C -1.401 -4.170 0.506  N15 1.487, H19 1.090, H20 1.090, H21 1.090
17 C -0.999 -6.342 1.645  N15 1.483, H22 1.090, H23 1.090, H24 1.090
18 H -1.281 -5.580 -1.735  C13 1.101
19 H -1.018 -3.472 -0.239  C16 1.090
20 H -1.208 -3.754 1.494  C16 1.090
21 H -2.484 -4.186 0.383  C16 1.090
22 H -0.489 -5.661 2.327  C17 1.090
23 H -2.023 -6.528 1.967  C17 1.090
24 H -0.532 -7.326 1.689  C17 1.090
25 C 4.156 8.103 0.047  O26 1.312, N27 1.397, H30 1.101
26 O 4.725 8.738 -0.951  C25 1.312
27 N 2.991 7.345 -0.095  C25 1.397, C28 1.469, C29 1.351
28 C 2.235 6.848 1.062  N27 1.469, H31 1.090, H32 1.090, H33 1.090
29 C 2.473 6.871 -1.249  N27 1.351, H34 1.090, H35 1.090, H36 1.090
30 H 4.433 8.184 1.109  C25 1.101
31 H 1.542 7.625 1.383  C28 1.090
32 H 2.926 6.785 1.903  C28 1.090
33 H 1.631 5.958 0.886  C28 1.090
34 H 3.246 6.878 -2.018  C29 1.090
35 H 2.073 5.860 -1.175  C29 1.090
36 H 1.775 7.559 -1.727  C29 1.090
37 C -4.675 1.859 -5.020  O38 1.234, N39 1.308, H42 1.101
38 O -3.483 1.966 -5.321  C37 1.234
39 N -5.106 1.358 -3.892  C37 1.308, C40 1.429, C41 1.488
40 C -6.505 1.410 -3.603  N39 1.429, H43 1.090, H44 1.090, H45 1.090
41 C -4.236 0.532 -3.012  N39 1.488, H46 1.090, H47 1.090, H48 1.090
42 H -5.471 2.365 -5.589  C37 1.101
43 H -6.631 1.862 -2.619  C40 1.090
44 H -7.102 0.500 -3.663  C40 1.090
45 H -6.906 2.188 -4.252  C40 1.090
46 H -4.861 -0.323 -2.752  C41 1.090
47 H -3.260 0.170 -3.337  C41 1.090
48 H -4.132 0.979 -2.024  C41 1.090
49 O 0.966 4.081 3.738  P50 1.416
50 P 0.224 3.752 4.899  O49 1.416, N51 1.688, N54 1.695, N57 1.768
51 N -0.879 2.489 4.705  P50 1.688, C52 1.504, C53 1.469
52 C -1.674 1.817 5.791  N51 1.504, H60 1.090, H61 1.090, H62 1.090
53 C -1.524 2.451 3.385  N51 1.469, H63 1.090, H64 1.090, H65 1.090
54 N -0.660 5.063 5.510  P50 1.695, C55 1.527, C56 1.513
55 C -2.107 5.329 5.102  N54 1.527, H66 1.090, H67 1.090, H68 1.090
56 C -0.108 6.375 6.023  N54 1.513, H69 1.090, H70 1.090, H71 1.090
57 N 1.011 3.185 6.378  P50 1.768, C58 1.462, C59 1.353
58 C 0.714 3.637 7.736  N57 1.462, H72 1.090, H73 1.090, H74 1.090
59 C 2.242 2.636 6.269  N57 1.353, H75 1.090, H76 1.090, H77 1.090
60 H -2.252 2.592 6.293  C52 1.090
61 H -0.979 1.361 6.496  C52 1.090
62 H -2.428 1.113 5.438  C52 1.090
63 H -2.361 1.759 3.303  C53 1.090
64 H -0.793 2.156 2.632  C53 1.090
65 H -1.951 3.333 2.908  C53 1.090
66 H -2.698 5.913 5.807  C55 1.090
67 H -2.095 5.835 4.137  C55 1.090
68 H -2.612 4.363 5.121  C55 1.090
69 H 0.772 6.127 6.615  C56 1.090
70 H 0.156 7.174 5.330  C56 1.090
71 H -0.821 6.906 6.653  C56 1.090
72 H 0.947 2.812 8.410  C58 1.090
73 H 1.411 4.454 7.920  C58 1.090
74 H -0.353 3.826 7.861  C58 1.090
75 H 3.070 3.314 6.476  C59 1.090
76 H 2.359 2.326 5.231  C59 1.090
77 H 2.219 1.794 6.961  C59 1.090
78 O -1.387 -0.641 -1.410  P79 1.468
79 P -0.106 0.017 -1.128  O78 1.468, N80 1.713, N83 1.704, N86 1.752
80 N -0.254 1.572 -0.424  P79 1.713, C81 1.471, C82 1.547
81 C 0.972 2.244 0.034  N80 1.471, H89 1.090, H90 1.090, H91 1.090
82 C -1.473 2.492 -0.672  N80 1.547, H92 1.090, H93 1.090, H94 1.090
83 N 0.698 0.199 -2.620  P79 1.704, C84 1.478, C85 1.426
84 C 2.173 0.157 -2.701  N83 1.478, H95 1.090, H96 1.090, H97 1.090
85 C 0.033 0.827 -3.715  N83 1.426, H98 1.090, H99 1.090, H100 1.090
86 N 0.793 -1.059 -0.078  P79 1.752, C87 1.489, C88 1.455
87 C 0.320 -1.020 1.333  N86 1.489, H101 1.090, H102 1.090, H103 1.090
88 C 1.375 -2.330 -0.483  N86 1.455, H104 1.090, H105 1.090, H106 1.090
89 H 1.314 2.574 -0.947  C81 1.090
90 H 1.756 1.721 0.582  C81 1.090
91 H 0.737 3.139 0.612  C81 1.090
92 H -1.898 2.842 0.268  C82 1.090
93 H -2.319 1.932 -1.071  C82 1.090
94 H -1.216 3.396 -1.224  C82 1.090
95 H 2.707 -0.415 -1.942  C84 1.090
96 H 2.622 -0.285 -3.591  C84 1.090
97 H 2.614 1.153 -2.717  C84 1.090
98 H 0.459 0.405 -4.625  C85 1.090
99 H -0.999 0.635 -4.007  C85 1.090
100 H 0.048 1.897 -3.507  C85 1.090
101 H 0.571 -0.041 1.741  C87 1.090
102 H -0.736 -1.262 1.448  C87 1.090
103 H 0.906 -1.703 1.948  C87 1.090
104 H 0.767 -2.721 -1.298  C88 1.090
105 H 1.386 -3.072 0.316  C88 1.090
106 H 2.376 -2.401 -0.908  C88 1.090
107 C 3.948 -4.950 -1.571  C108 1.537, H118 1.090, H119 1.090, H120 1.090
108 C 4.351 -5.020 -3.052  C107 1.537, C109 1.603, N113 1.511, C117 1.495
109 C 4.312 -6.554 -3.519  C108 1.603, C110 1.502, H121 1.090, H122 1.090
110 C 2.905 -6.955 -3.860  C109 1.502, C111 1.480, H123 1.090, H124 1.090
111 C 2.323 -6.059 -4.883  C110 1.480, C112 1.498, H125 1.090, H126 1.090
112 C 2.274 -4.603 -4.535  C111 1.498, N113 1.432, C115 1.496, C116 1.628
113 N 3.522 -4.167 -3.983  C108 1.511, C112 1.432, O114 1.445
114 O 3.639 -2.758 -3.680  N113 1.445, H136 0.960
115 C 2.004 -3.873 -5.813  C112 1.496, H127 1.090, H128 1.090, H129 1.090
116 C 1.015 -4.356 -3.532  C112 1.628, H130 1.090, H131 1.090, H132 1.090
117 C 5.784 -4.615 -3.185  C108 1.495, H133 1.090, H134 1.090, H135 1.090
118 H 4.475 -5.598 -0.870  C107 1.090
119 H 4.046 -3.884 -1.364  C107 1.090
120 H 2.888 -5.190 -1.494  C107 1.090
121 H 4.867 -6.701 -4.446  C109 1.090
122 H 4.623 -7.327 -2.817  C109 1.090
123 H 2.744 -8.023 -4.008  C110 1.090
124 H 2.294 -6.781 -2.974  C110 1.090
125 H 1.320 -6.427 -5.096  C111 1.090
126 H 2.856 -6.110 -5.833  C111 1.090
127 H 2.780 -3.967 -6.573  C115 1.090
128 H 2.105 -2.800 -5.648  C115 1.090
129 H 0.985 -4.074 -6.142  C115 1.090
130 H 0.932 -4.842 -2.560  C116 1.090
131 H 0.108 -4.357 -4.136  C116 1.090
132 H 1.179 -3.316 -3.248  C116 1.090
133 H 6.097 -3.644 -2.799  C117 1.090
134 H 6.449 -5.372 -2.770  C117 1.090
135 H 6.007 -4.540 -4.249  C117 1.090
136 H 3.629 -2.739 -2.721  O114 0.960

LUMO energy (spin up / spin down) ... -2.403 / -6.914 eV
Orbital gap (spin up / spin down) ... 7.802 / 3.291 eV
Electronic energy ... -3118.39945 Ha
2S+1 ... 2
Charge ... +1
Maximum force ... 7.60 eV Å⁻¹

***

No. 2
Below is a cluster of 8 separate species, C33H83N11O8 in total at a distorted geometry, with properties calculated with ωB97M-V/def2-TZVPD.

Bonds (Å) are listed after each position.
Element x y z (Å)
1 C 0.688 -0.247 6.085  C2 1.549, H12 1.090, H13 1.090, H14 1.090
2 C -0.206 0.826 5.416  C1 1.549, C3 1.583, N7 1.482, C11 1.543
3 C 0.286 0.942 3.915  C2 1.583, C4 1.484, H15 1.090, H16 1.090
4 C -0.111 -0.226 3.092  C3 1.484, C5 1.554, H17 1.090, H18 1.090
5 C -1.662 -0.328 3.049  C4 1.554, C6 1.568, H19 1.090, H20 1.090
6 C -2.351 -0.449 4.452  C5 1.568, N7 1.536, C9 1.529, C10 1.551
7 N -1.665 0.573 5.372  C2 1.482, C6 1.536, O8 1.427
8 O -2.193 0.677 6.694  N7 1.427, H30 0.960
9 C -3.822 -0.153 4.160  C6 1.529, H21 1.090, H22 1.090, H23 1.090
10 C -2.194 -1.905 4.964  C6 1.551, H24 1.090, H25 1.090, H26 1.090
11 C -0.010 2.240 6.003  C2 1.543, H27 1.090, H28 1.090, H29 1.090
12 H 1.714 0.119 6.124  C1 1.090
13 H 0.769 -1.112 5.427  C1 1.090
14 H 0.305 -0.630 7.031  C1 1.090
15 H 0.042 1.915 3.487  C3 1.090
16 H 1.373 0.888 3.962  C3 1.090
17 H 0.342 -1.189 3.330  C4 1.090
18 H 0.136 -0.074 2.042  C4 1.090
19 H -2.002 -1.176 2.456  C5 1.090
20 H -2.102 0.560 2.594  C5 1.090
21 H -4.472 -0.838 3.616  C9 1.090
22 H -4.285 -0.021 5.138  C9 1.090
23 H -3.962 0.866 3.802  C9 1.090
24 H -1.149 -1.934 5.275  C10 1.090
25 H -2.705 -2.017 5.920  C10 1.090
26 H -2.497 -2.714 4.300  C10 1.090
27 H 0.060 2.162 7.088  C11 1.090
28 H -0.815 2.933 5.759  C11 1.090
29 H 0.821 2.836 5.628  C11 1.090
30 H -1.674 0.048 7.201  O8 0.960
31 C 3.301 1.784 -6.673  C32 1.603, H42 1.090, H43 1.090, H44 1.090
32 C 2.683 1.035 -5.396  C31 1.603, C33 1.570, N37 1.477, C41 1.563
33 C 3.750 0.407 -4.432  C32 1.570, C34 1.549, H45 1.090, H46 1.090
34 C 4.571 1.423 -3.600  C33 1.549, C35 1.586, H47 1.090, H48 1.090
35 C 3.554 2.438 -2.927  C34 1.586, C36 1.524, H49 1.090, H50 1.090
36 C 2.425 2.936 -3.821  C35 1.524, N37 1.511, C39 1.569, C40 1.560
37 N 1.738 1.829 -4.585  C32 1.477, C36 1.511, O38 1.358
38 O 0.620 2.208 -5.255  N37 1.358, H60 0.960
39 C 1.353 3.482 -2.814  C36 1.569, H51 1.090, H52 1.090, H53 1.090
40 C 3.029 4.073 -4.701  C36 1.560, H54 1.090, H55 1.090, H56 1.090
41 C 1.974 -0.292 -5.819  C32 1.563, H57 1.090, H58 1.090, H59 1.090
42 H 4.238 2.310 -6.490  C31 1.090
43 H 2.536 2.391 -7.157  C31 1.090
44 H 3.705 1.063 -7.383  C31 1.090
45 H 3.286 -0.249 -3.695  C33 1.090
46 H 4.471 -0.078 -5.091  C33 1.090
47 H 5.409 1.977 -4.023  C34 1.090
48 H 5.225 0.932 -2.879  C34 1.090
49 H 4.123 3.283 -2.540  C35 1.090
50 H 3.209 2.067 -1.961  C35 1.090
51 H 1.749 4.388 -2.355  C39 1.090
52 H 0.424 3.733 -3.326  C39 1.090
53 H 1.024 2.709 -2.118  C39 1.090
54 H 3.847 3.625 -5.265  C40 1.090
55 H 2.212 4.428 -5.330  C40 1.090
56 H 3.496 4.778 -4.013  C40 1.090
57 H 1.634 -0.803 -4.918  C41 1.090
58 H 2.568 -0.957 -6.446  C41 1.090
59 H 1.096 -0.022 -6.406  C41 1.090
60 H 0.122 1.436 -4.975  O38 0.960
61 C -6.762 -1.099 1.087  O62 1.218, N63 1.304, N64 1.286
62 O -6.410 0.063 1.001  C61 1.218
63 N -6.371 -1.967 1.979  C61 1.304, H65 1.010, H66 1.010
64 N -7.446 -1.649 0.147  C61 1.286, H67 1.010, H68 1.010
65 H -6.735 -2.907 2.042  N63 1.010
66 H -5.543 -1.758 2.518  N63 1.010
67 H -7.693 -2.628 0.180  N64 1.010
68 H -7.720 -1.092 -0.650  N64 1.010
69 C -1.066 2.985 0.345  O70 1.242, N71 1.307, N72 1.334
70 O -1.393 3.810 1.215  C69 1.242
71 N -1.790 2.570 -0.661  C69 1.307, H73 1.010, H74 1.010
72 N 0.126 2.386 0.348  C69 1.334, H75 1.010, H76 1.010
73 H -1.300 2.007 -1.342  N71 1.010
74 H -2.792 2.691 -0.623  N71 1.010
75 H 0.835 2.692 0.999  N72 1.010
76 H 0.331 1.622 -0.279  N72 1.010
77 C -2.796 0.420 -4.695  O78 1.225, N79 1.262, N80 1.279
78 O -1.576 0.467 -4.792  C77 1.225
79 N -3.340 -0.222 -3.755  C77 1.262, H81 1.010, H82 1.010
80 N -3.681 1.117 -5.300  C77 1.279, H83 1.010, H84 1.010
81 H -2.765 -0.671 -3.057  N79 1.010
82 H -4.343 -0.333 -3.801  N79 1.010
83 H -3.281 1.837 -5.885  N80 1.010
84 H -4.659 1.150 -5.049  N80 1.010
85 C 0.257 -5.120 -2.097  C86 1.571, H91 1.090, H92 1.090, H93 1.090
86 C -0.325 -5.706 -0.761  C85 1.571, C87 1.549, N90 1.475, H94 1.090
87 C -0.786 -4.614 0.236  C86 1.549, O88 1.442, H95 1.090, H96 1.090
88 O -0.987 -5.216 1.531  C87 1.442, C89 1.419
89 C -1.571 -4.404 2.539  O88 1.419, H97 1.090, H98 1.090, H99 1.090
90 N -1.290 -6.767 -1.104  C86 1.475, H100 1.010, H101 1.010
91 H 0.695 -5.856 -2.771  C85 1.090
92 H 1.214 -4.706 -1.781  C85 1.090
93 H -0.359 -4.392 -2.626  C85 1.090
94 H 0.472 -6.214 -0.217  C86 1.090
95 H -1.588 -4.015 -0.194  C87 1.090
96 H 0.014 -3.905 0.449  C87 1.090
97 H -2.599 -4.229 2.223  C89 1.090
98 H -0.974 -3.513 2.733  C89 1.090
99 H -1.627 -4.901 3.507  C89 1.090
100 H -2.160 -6.303 -1.325  N90 1.010
101 H -1.568 -7.304 -0.296  N90 1.010
102 C 3.705 1.190 0.695  C103 1.549, H108 1.090, H109 1.090, H110 1.090
103 C 3.077 1.954 1.887  C102 1.549, C104 1.547, N107 1.521, H111 1.090
104 C 3.996 1.828 3.125  C103 1.547, O105 1.404, H112 1.090, H113 1.090
105 O 3.827 0.559 3.702  C104 1.404, C106 1.426
106 C 5.031 0.030 4.253  O105 1.426, H114 1.090, H115 1.090, H116 1.090
107 N 2.832 3.410 1.520  C103 1.521, H117 1.010, H118 1.010
108 H 2.928 1.060 -0.058  C102 1.090
109 H 4.010 0.189 1.001  C102 1.090
110 H 4.527 1.801 0.321  C102 1.090
111 H 2.262 1.315 2.228  C103 1.090
112 H 3.758 2.526 3.927  C104 1.090
113 H 4.983 2.174 2.817  C104 1.090
114 H 5.750 -0.160 3.456  C106 1.090
115 H 4.748 -0.930 4.684  C106 1.090
116 H 5.455 0.562 5.105  C106 1.090
117 H 3.729 3.874 1.527  N107 1.010
118 H 2.329 3.882 2.258  N107 1.010
119 C 1.275 -1.086 -1.413  C120 1.542, H125 1.090, H126 1.090, H127 1.090
120 C -0.175 -0.807 -1.859  C119 1.542, C121 1.535, N124 1.412, H128 1.090
121 C -1.152 -0.933 -0.682  C120 1.535, O122 1.399, H129 1.090, H130 1.090
122 O -2.475 -1.020 -1.131  C121 1.399, C123 1.378
123 C -3.564 -0.467 -0.493  O122 1.378, H131 1.090, H132 1.090, H133 1.090
124 N -0.133 0.497 -2.399  C120 1.412, H134 1.010, H135 1.010
125 H 1.597 -0.464 -0.577  C119 1.090
126 H 1.992 -0.884 -2.209  C119 1.090
127 H 1.328 -2.132 -1.110  C119 1.090
128 H -0.519 -1.412 -2.698  C120 1.090
129 H -1.075 -0.130 0.051  C121 1.090
130 H -0.825 -1.752 -0.042  C121 1.090
131 H -4.124 -1.354 -0.196  C123 1.090
132 H -4.178 0.252 -1.035  C123 1.090
133 H -3.317 0.032 0.444  C123 1.090
134 H -0.905 0.538 -3.049  N124 1.010
135 H 0.625 0.628 -3.053  N124 1.010

LUMO energy (spin up / spin down) ... -2.430 / -6.826 eV
Orbital gap (spin up / spin down) ... 7.116 / 2.721 eV
Electronic energy ... -2510.92157 Ha
2S+1 ... 2
Charge ... +1
Maximum force ... 6.66 eV Å⁻¹

***

Question: Look up the 2S+1 of the first one.
Answer: 2

***

Question: Number 2 is which compound?
Answer: C33H83N11O8

***

Question: The lowest maximum force belongs to which entry?
Answer: C33H83N11O8